# 1
This record from OMol25 describes 7 unconnected molecules or ions with the total composition C41H78B2O19P at a distorted geometry. The level of theory is the ωB97M-V functional and the def2-TZVPD basis.

Summary:
Kohn-Sham gap	6.0	eV
HOMO level	-4.3	eV
total charge	-1

Positions of all 141 atoms, in Å:
C: 0.790318 5.829347 2.180730
C: -0.748394 5.699750 1.793008
O: -1.130276 4.363479 1.438935
B: -0.682730 3.970313 0.170500
O: -0.065380 4.943593 -0.649138
C: -0.854221 2.501355 -0.462707
C: -1.724039 2.295836 -1.781578
C: -2.357086 3.609183 -2.386272
O: 0.487212 2.201404 -0.963084
B: 1.288067 1.215456 -0.227683
C: 2.506649 2.098001 0.431359
C: 2.933746 3.316923 -0.521026
C: 3.834130 1.293958 0.729413
C: 3.674532 0.089660 1.743375
P: 1.785735 -0.384473 -1.255187
O: 2.988907 -0.187150 -2.136801
O: 1.891424 -1.696513 -0.199349
O: 0.478278 -0.717408 -2.319760
O: 0.268678 0.645818 0.714224
C: -1.043175 1.222403 0.483455
C: -1.756255 1.339270 1.875323
C: -3.290865 1.582187 1.833432
C: -4.099223 0.886381 2.860679
C: -5.542533 1.084667 2.882059
C: -6.268172 1.926809 1.933897
C: -5.474573 2.615144 0.920488
C: -4.008043 2.440437 0.912299
H: 1.226474 4.836873 2.447990
H: 0.940293 6.607062 2.982710
H: 1.353854 6.221494 1.287420
H: -1.303589 5.936458 2.749818
H: -1.072407 6.485871 1.062684
H: 0.052270 4.593465 -1.546953
H: -2.597252 1.640471 -1.477815
H: -1.162653 1.695739 -2.546006
H: -3.090168 3.275079 -3.180866
H: -1.570784 4.210693 -2.909494
H: -2.951721 4.220206 -1.662034
H: 2.090726 2.541047 1.390846
H: 4.047524 3.454919 -0.356280
H: 2.814573 3.080167 -1.606033
H: 2.460935 4.276520 -0.198677
H: 4.332694 1.015496 -0.240455
H: 4.546746 2.025807 1.219466
H: 2.625098 -0.116680 2.063433
H: 4.274337 0.331506 2.671087
H: 4.183792 -0.817623 1.304557
H: 0.970695 -1.915724 0.054854
H: -0.055102 -1.374462 -1.825449
H: -1.534091 0.407757 -0.117836
H: -1.614548 0.340662 2.383755
H: -1.227037 2.077731 2.540687
H: -3.643212 0.230268 3.634970
H: -6.149769 0.584741 3.677389
H: -7.367192 2.098688 1.940646
H: -5.936347 3.276158 0.144759
H: -3.456598 3.015468 0.139738
O: 7.271034 1.643380 2.437455
C: 7.950572 1.452081 1.462921
O: 7.797828 2.226606 0.377734
C: 8.654065 2.184126 -0.772315
C: 8.234405 1.075094 -1.717629
C: 8.912395 0.290839 1.409963
H: 9.704181 2.111030 -0.474992
H: 8.542006 3.143442 -1.274359
H: 8.308795 0.092254 -1.248662
H: 8.857955 1.076249 -2.613790
H: 7.191834 1.204841 -2.014533
H: 8.358529 -0.617401 1.173333
H: 9.378096 0.186054 2.389958
H: 9.721914 0.419409 0.694634
O: -2.120809 -2.609639 0.459466
C: -2.796400 -3.376474 1.093665
O: -4.091794 -3.538114 0.773244
C: -4.956899 -4.525388 1.347482
C: -5.530063 -4.047539 2.664134
C: -2.236536 -4.089734 2.297822
H: -4.447834 -5.487813 1.433989
H: -5.768915 -4.668441 0.633497
H: -4.748685 -3.868066 3.404797
H: -6.226998 -4.783593 3.067386
H: -6.057863 -3.100903 2.526338
H: -2.251012 -3.410993 3.150290
H: -1.207452 -4.375016 2.079838
H: -2.764404 -5.006041 2.553809
O: -7.077422 -6.759057 3.367532
C: -8.198551 -6.680266 3.801962
O: -9.225070 -6.471124 2.961216
C: -10.605434 -6.516260 3.343205
C: -11.053736 -5.195107 3.934417
C: -8.456292 -6.722938 5.286091
H: -10.796824 -7.361824 4.008034
H: -11.166716 -6.709181 2.428214
H: -10.500401 -4.950032 4.842136
H: -12.117792 -5.223702 4.176565
H: -10.876117 -4.382931 3.226784
H: -8.249210 -5.740559 5.710270
H: -7.784819 -7.457727 5.729843
H: -9.466415 -7.027179 5.550725
O: 9.361927 4.367800 -2.633956
C: 10.035974 4.175463 -3.612555
O: 9.880531 4.957537 -4.695680
C: 10.731884 4.919245 -5.845800
C: 10.314845 3.818335 -6.799829
C: 10.992386 3.011668 -3.675736
H: 11.781000 4.844588 -5.550365
H: 10.617684 5.885237 -6.339412
H: 10.391555 2.832997 -6.338483
H: 10.938912 3.828913 -7.695674
H: 9.272390 3.948292 -7.095928
H: 10.434548 2.106413 -3.913347
H: 11.463131 2.900870 -2.698853
H: 11.798511 3.140326 -4.394599
O: -11.192308 -1.896450 0.863193
C: -10.546489 -1.390499 -0.020390
O: -9.366399 -0.815880 0.258215
C: -8.449296 -0.330430 -0.734207
C: -8.825094 1.066686 -1.184476
C: -11.088467 -1.315994 -1.425422
H: -8.367584 -1.033531 -1.565967
H: -7.468746 -0.300902 -0.257084
H: -9.812165 1.090790 -1.649609
H: -8.096826 1.448403 -1.902246
H: -8.862865 1.743413 -0.328695
H: -11.786914 -0.482219 -1.492391
H: -11.613739 -2.246456 -1.640297
H: -10.321998 -1.209841 -2.189566
O: 8.641430 -4.039076 -2.824879
C: 7.527861 -3.981711 -2.360143
O: 6.475849 -3.794518 -3.165940
C: 5.104291 -3.871971 -2.735007
C: 4.644518 -2.565682 -2.122907
C: 7.312149 -4.029576 -0.868697
H: 4.956317 -4.725012 -2.067325
H: 4.516770 -4.075651 -3.631337
H: 5.223287 -2.311522 -1.232828
H: 3.593918 -2.619590 -1.844704
H: 4.776393 -1.746441 -2.828596
H: 7.510645 -3.043466 -0.449864
H: 8.010547 -4.751117 -0.443913
H: 6.316241 -4.353479 -0.576669

Atomic forces in eV per Å
-0.21 0.68 -1.22
0.29 0.87 2.23
0.98 0.39 -1.59
-0.12 0.69 -0.62
-0.95 -0.82 0.69
1.27 -2.65 -0.84
-1.84 0.41 1.03
-0.03 -1.01 -0.94
-0.33 0.89 -0.82
-1.26 1.21 1.24
1.14 -0.16 -0.39
1.04 -0.55 0.91
0.05 0.97 0.96
1.19 0.12 -0.01
0.81 1.33 -1.93
-0.85 -0.87 0.92
-1.00 0.40 -1.44
0.79 -1.03 2.06
-0.81 0.86 0.69
0.54 -1.01 0.14
-0.13 -0.30 -0.09
-1.76 -0.21 1.02
-1.54 1.69 -1.82
0.31 0.51 -0.59
2.66 0.29 -0.81
1.33 -1.42 1.58
-1.20 -0.45 0.62
-0.44 0.83 0.01
-0.26 -1.01 -0.57
-0.44 -0.59 0.82
0.30 -0.41 -1.02
0.44 -0.96 0.28
0.31 -0.11 0.55
0.77 0.65 -0.40
-0.19 0.82 0.88
0.73 0.48 0.68
-0.79 -0.18 0.55
0.77 -0.39 -0.42
0.49 -0.53 -0.77
-1.05 0.05 -0.24
-0.23 0.33 0.89
0.09 -0.79 -0.67
-0.73 -0.04 0.87
-0.56 -0.74 -0.54
0.79 0.05 -0.56
-0.70 -0.22 -0.83
-0.92 0.64 0.52
0.61 0.20 0.29
-0.14 0.47 -0.66
-0.33 0.95 0.43
-0.09 0.94 -0.61
-0.61 -0.45 -0.82
-0.26 0.61 -0.82
0.69 0.39 -0.76
0.98 -0.43 0.29
0.43 -0.68 0.89
-0.32 -0.59 0.73
0.16 0.17 -0.19
-0.30 -0.28 0.04
-0.03 0.37 0.23
-0.20 -0.16 -0.19
-0.10 -0.16 0.11
0.61 0.13 0.06
-0.03 -0.08 0.07
-0.13 -0.22 0.42
0.10 0.00 -0.06
-0.03 -0.01 0.03
0.07 0.08 -0.01
0.00 0.03 0.02
-0.26 -0.08 0.02
-0.12 -0.09 -0.14
-0.18 -0.14 -0.12
0.20 0.25 0.26
-0.12 0.06 -0.56
-0.06 -0.02 0.37
-0.06 0.16 0.22
0.10 -0.61 -0.10
0.05 0.07 0.07
0.17 0.13 -0.10
0.02 -0.09 -0.02
0.15 0.08 -0.11
0.02 -0.05 -0.09
0.02 0.00 -0.04
0.00 0.28 0.04
-0.14 0.11 0.11
-0.41 -0.14 -0.12
0.18 0.17 0.25
0.12 -0.23 -0.46
-0.18 0.22 0.24
0.11 0.15 0.05
-0.24 -0.54 0.19
0.10 0.05 0.04
0.26 -0.02 -0.07
-0.07 -0.08 0.04
0.04 -0.01 -0.03
-0.08 -0.08 -0.04
0.01 -0.02 -0.02
0.15 0.22 -0.07
-0.05 0.20 -0.01
0.30 0.47 -0.68
-0.14 -0.37 0.19
-0.13 0.51 0.08
0.02 -0.26 -0.16
-0.07 -0.16 0.01
0.59 0.19 0.04
-0.05 -0.09 0.04
-0.12 0.02 0.23
0.09 0.03 -0.02
-0.02 0.02 0.03
0.07 0.08 -0.01
0.02 0.03 0.00
-0.25 -0.09 0.02
-0.11 -0.09 -0.13
0.32 0.10 -0.04
-0.30 0.12 -0.01
0.16 -0.27 0.38
0.06 0.28 -0.20
-0.18 0.08 -0.03
0.26 -0.41 -0.40
-0.12 0.02 0.02
-0.17 -0.11 0.18
0.05 -0.04 -0.08
0.01 -0.03 0.06
0.13 -0.06 -0.01
0.01 -0.03 0.01
-0.15 0.14 0.17
-0.02 0.20 0.02
-0.29 -0.01 -0.10
0.11 0.28 0.13
0.25 -0.35 -0.45
-0.28 0.33 0.38
0.32 -0.19 -0.07
-0.18 -0.59 0.22
0.14 0.01 0.01
0.27 -0.01 -0.09
-0.10 -0.06 0.07
0.09 0.06 -0.05
-0.20 -0.06 0.03
-0.03 -0.02 -0.02
0.15 0.21 -0.08
-0.06 0.23 -0.01

# 2
This record from OMol25 describes a molecular structure, C15H36BaNO7 at a distorted geometry. The level of theory is the ωB97M-V functional and the def2-TZVPD basis.

Summary:
Kohn-Sham gap	5.5	eV
HOMO level	-8.3	eV
total charge	+1
ΔE to the lowest compared entry with this formula, charge and spin	1.106	eV

Positions of all 60 atoms, in Å:
Ba: -0.423537 -1.310627 0.105274
C: 1.997363 3.622693 -1.106406
C: 1.967513 2.234443 -0.409066
C: 2.818863 2.409363 0.853943
C: 2.220823 3.190953 2.042984
C: 0.861393 2.579893 2.422114
C: -0.088087 2.483083 1.222454
N: 0.602323 1.826743 0.049714
O: -0.289117 1.414853 -1.034176
C: -0.653937 3.903523 0.930404
C: -1.317987 1.684403 1.735664
C: 2.749123 1.199073 -1.291866
H: 1.232633 3.801423 -1.862276
H: 2.982953 3.808363 -1.533306
H: 1.871103 4.449763 -0.407766
H: 3.692103 2.957183 0.499764
H: 3.091893 1.476253 1.346754
H: 2.068403 4.238073 1.781434
H: 2.891653 3.219083 2.901644
H: 0.353673 3.104913 3.231224
H: 1.027193 1.564023 2.780774
H: -1.422457 3.864203 0.158434
H: 0.147563 4.545233 0.564484
H: -1.019947 4.466953 1.788714
H: -1.774287 2.202863 2.578934
H: -1.125647 0.643533 1.995864
H: -2.085327 1.591453 0.967124
H: 2.930583 0.261733 -0.765966
H: 3.644293 1.602673 -1.765026
H: 2.105653 1.024333 -2.154136
C: 1.251323 -2.067157 -3.081746
C: 2.313453 -2.234257 -2.024406
O: 1.821533 -2.769657 -0.790286
O: 0.238853 -1.311717 -2.575286
H: 0.869623 -3.052467 -3.349266
H: 1.640653 -1.560777 -3.964986
H: 2.914083 -1.334247 -1.892716
H: 2.923393 -3.062767 -2.384476
H: 2.433753 -3.483337 -0.596806
H: 0.422843 -0.443487 -2.941246
C: -3.247237 -0.871187 -2.039656
C: -3.141997 -2.379257 -2.026106
O: -2.049737 -2.889777 -1.332736
O: -3.202467 -0.470747 -0.636886
H: -4.174337 -0.521977 -2.494236
H: -2.429467 -0.397827 -2.583056
H: -3.101667 -2.621447 -3.088086
H: -3.970547 -2.970587 -1.636326
H: -2.222407 -3.816327 -1.150306
H: -3.843747 0.234533 -0.523066
C: -1.997137 -3.089007 2.843644
C: -1.466147 -4.306927 2.176393
O: -0.284207 -4.051977 1.374963
O: -2.318157 -2.017187 2.022894
H: -1.277577 -2.875347 3.634014
H: -2.911057 -3.272537 3.408584
H: -2.262457 -4.733497 1.566454
H: -1.202157 -5.138037 2.830364
H: 0.459733 -4.440127 1.841334
H: -3.243527 -2.111327 1.785354

Atomic forces in eV per Å
0.34 2.07 -0.53
-0.05 0.24 -0.15
-0.20 1.04 1.13
0.20 0.70 1.10
-1.03 0.34 -0.53
0.72 -0.24 -0.46
-0.43 0.61 -0.10
-0.44 -2.33 -0.21
0.66 -0.23 1.27
0.73 0.19 -0.72
-0.02 -0.11 -1.24
-1.92 0.58 -0.30
0.00 -0.51 -0.13
0.03 -0.15 -0.27
-0.04 -0.22 0.27
0.46 -0.32 0.30
0.30 -0.48 -0.66
-0.03 0.14 -0.09
0.14 -0.27 -0.08
0.09 0.20 -0.02
0.13 -0.27 0.12
0.00 -0.03 0.01
-0.07 -0.09 -0.22
-0.28 -0.52 0.31
0.21 -0.13 0.11
0.46 -0.10 0.57
0.01 0.34 -0.24
0.12 0.16 0.14
0.23 0.15 0.69
-0.23 -0.40 -0.08
1.17 -1.44 -0.01
1.31 -1.26 -1.15
-0.54 0.48 0.23
-1.85 1.54 0.33
-0.05 -0.07 -0.18
0.46 -0.44 -0.12
-0.17 -0.13 0.21
0.69 0.47 -0.48
-0.27 -0.02 0.43
-0.73 0.86 0.67
0.03 -0.18 1.83
-1.46 -0.35 -1.85
1.52 -0.04 0.64
-0.10 -0.09 -0.56
-0.06 -0.36 -0.06
0.22 -0.11 0.09
0.29 -0.41 -0.26
-0.84 0.94 -0.02
0.18 -0.06 -0.02
0.21 0.26 0.21
-0.13 -0.79 2.45
-0.06 -1.30 -1.05
-0.68 0.52 0.06
0.56 0.70 -0.98
0.20 1.07 -0.18
0.06 -0.86 0.16
0.18 0.02 -0.68
-0.29 0.39 0.64
0.12 0.02 -0.07
-0.09 0.32 -0.25

Question: The lowest total charge belongs to which entry?
Answer: C41H78B2O19P

Question: What is the Kohn-Sham gap in the first record?
Answer: 6.0 eV

Question: Number 2 is which compound?
Answer: C15H36BaNO7